1.
C19H33Br2O5PS | ωB97M-V with the def2-TZVPD basis set

SMILES: O=C1C(S)=C(CP(=O)(O)O)C(=O)C(Br)=C1Br.CCCCCC.CCCCCC
Lowest unoccupied orbital energy (eV): -1.344

XYZ file:
```
61
Properties=species:S:1:pos:R:3:lowdin_charge:R:1
Br 5.33918 2.42252 0.93429 0.752
Br 3.98003 4.36574 -1.46201 0.764
S 0.62317 -0.67886 0.99577 0.857
P -1.13604 2.20769 0.27635 0.487
O 1.76118 2.48858 -2.85276 0.130
O 3.78565 -0.46786 0.51521 0.111
O -1.99509 3.52716 -0.19975 -0.153
O -2.02118 1.17103 1.17034 -0.152
O -0.05717 2.71794 1.14407 -0.279
C 5.50616 -5.55663 -1.99983 -0.273
C 3.80113 1.84043 -0.07191 -0.582
C -7.85497 3.44256 1.61868 -0.229
C 1.63067 0.41899 -0.00840 -0.458
C 6.36419 -3.31463 -1.04739 -0.227
C -5.35839 2.26016 3.10196 -0.103
C 3.14786 0.46322 0.17710 -0.399
C 6.42105 -3.78151 0.40692 -0.266
C -6.38961 3.76621 1.31834 -0.225
C -5.39976 2.64392 1.62705 -0.277
C 6.83260 -5.99038 -2.61354 -0.114
C 1.11425 1.22878 -0.92853 -0.213
C 5.11742 -3.55576 1.16400 -0.107
C 2.02760 2.15528 -1.75267 -0.368
C 5.33961 -4.03917 -1.92335 -0.231
C -0.39859 1.35093 -1.22608 -0.145
C 3.28692 2.64151 -1.00154 -0.618
C -8.40950 2.21404 0.89788 -0.272
C -8.40448 2.34969 -0.62069 -0.114
H 6.94426 -5.58934 -3.62351 0.074
H 5.22523 -3.87075 2.20431 0.071
H -9.44053 2.05811 1.22894 0.104
H 5.39787 -3.62503 -2.93598 0.108
H -6.10783 4.65439 1.89343 0.112
H -7.98453 3.30695 2.69653 0.101
H -0.86464 0.36682 -1.41346 0.098
H 4.33018 -3.81337 -1.56604 0.098
H -1.30398 4.20406 -0.32199 0.086
H -5.09370 3.12023 3.72040 0.079
H -6.31882 1.87101 3.44516 0.067
H 5.39699 -6.00240 -1.00715 0.098
H -8.98762 3.21761 -0.93666 0.075
H 6.88201 -7.07929 -2.67752 0.068
H -8.84447 1.46297 -1.08160 0.069
H 4.69239 -5.96229 -2.60852 0.103
H 7.68250 -5.65763 -2.01496 0.065
H -7.85650 1.31712 1.19091 0.097
H -5.62573 1.75869 1.02250 0.097
H 1.16895 -1.89363 0.67952 -0.097
H 4.29484 -4.12904 0.73037 0.066
H -2.81271 0.92165 0.65551 0.085
H -8.46156 4.31430 1.35175 0.110
H -0.53839 2.02501 -2.09561 0.097
H 6.13743 -2.24341 -1.06704 0.107
H -4.60985 1.48311 3.27050 0.066
H -7.39107 2.45503 -1.01305 0.064
H -4.40033 2.97413 1.32655 0.084
H 6.70222 -4.83738 0.45933 0.097
H 7.21751 -3.22870 0.91402 0.105
H -6.28636 4.04711 0.26597 0.102
H 7.35968 -3.41791 -1.49005 0.100
H 4.84266 -2.49974 1.15796 0.049
```

2.
C3H13N2O | ωB97M-V with the def2-TZVPD basis set

Net charge: +1
Lowest unoccupied orbital energy (eV): -2.820

XYZ file:
```
19
Properties=species:S:1:pos:R:3:lowdin_charge:R:1
O 2.03225 1.23142 -1.36794 -0.051
N 1.07885 -0.32400 0.89723 0.143
N -1.08907 0.94639 1.09863 0.012
C -0.76421 -0.65736 -0.72559 -0.185
C 0.33292 -1.34233 0.06093 -0.135
C -1.78458 0.00556 0.17504 -0.209
H -1.71107 1.09517 1.90029 0.120
H 1.06314 -1.86907 -0.53620 0.126
H 2.23442 2.17563 -1.54529 0.086
H -0.37364 0.04735 -1.44695 0.106
H -2.47460 0.52281 -0.49087 0.123
H 2.55481 0.73344 -2.00645 0.066
H -1.07157 1.83199 0.64796 0.095
H 0.31661 0.34220 1.20566 0.058
H -0.10762 -2.06306 0.72840 0.126
H -1.26459 -1.44534 -1.27089 0.126
H 1.62045 -0.63810 1.69162 0.159
H 1.71617 0.17118 0.25440 0.109
H -2.30866 -0.76386 0.73001 0.124
```

3.
CH21NO11 | ωB97M-V with the def2-TZVPD basis set

Lowest unoccupied orbital energy (eV): -0.666

XYZ file:
```
34
Properties=species:S:1:pos:R:3:lowdin_charge:R:1
O -1.10394 0.60882 3.13315 -0.057
O 2.46206 1.65782 2.53515 -0.164
O -2.57194 2.17782 0.03015 -0.042
O 2.43706 -1.97918 -1.79185 -0.044
O 1.89606 1.97882 -0.36685 -0.050
O 2.86006 -1.58518 0.93815 -0.144
O -0.70194 1.21982 -2.04185 0.102
O -1.11894 -3.28718 0.60415 -0.093
O 0.14006 -0.62718 -2.90685 -0.039
O -4.24394 0.26982 -0.98485 -0.192
O 1.40406 1.09982 -2.88385 -0.024
N -0.31294 -0.42018 0.51915 0.284
C 0.28506 0.58682 -2.62485 -0.876
H 0.18106 0.52082 0.64715 0.135
H 2.23006 0.59982 2.83615 0.143
H -2.70694 2.45282 0.92015 0.049
H -0.41394 2.09282 -2.20985 0.094
H 1.75806 1.59182 -1.23985 -0.016
H -0.83494 0.19682 3.98915 0.075
H -1.60894 -3.55918 -0.27485 0.117
H 1.81106 -2.72018 -1.75485 0.064
H -1.88894 0.08882 2.96315 0.032
H -1.42394 -4.05318 1.07315 0.016
H 2.98406 -1.86918 -0.05885 0.046
H -1.34294 -0.21118 0.24615 0.159
H -3.57794 -0.04918 -1.73385 0.083
H 0.24606 -0.82418 -0.38785 0.185
H -2.04594 2.89482 -0.38885 0.092
H 1.87606 -1.23318 -1.98585 -0.007
H 2.22706 2.84582 -0.52085 0.038
H 2.47806 -2.45218 1.24015 0.038
H 2.47806 1.89282 1.60215 -0.033
H -3.63794 0.95482 -0.44085 0.021
H -0.21794 -0.86118 1.32015 0.007
```

4.
C40H77FNO17PSi2 | ωB97M-V with the def2-TZVPD basis set

Lowest unoccupied orbital energy (eV): -0.255

XYZ file:
```
139
Properties=species:S:1:pos:R:3:lowdin_charge:R:1
P -3.78947 2.44536 3.27277 0.495
Si -2.17157 1.74648 1.87632 0.511
Si -0.08457 3.11423 0.45708 0.494
F -1.79815 7.84488 0.92012 -0.096
O 1.29023 2.12232 0.45919 -0.245
O 4.01825 -4.53961 3.31641 -0.009
O -1.79373 6.76089 -3.66252 0.093
O 2.42265 3.38147 -6.68763 0.003
O 4.48852 -6.07310 4.84368 0.099
O -1.02332 3.00081 1.87238 -0.290
O 3.33766 3.76976 -4.71918 0.085
O -0.52042 -3.58416 -2.11678 0.079
O -4.69116 3.39435 2.54684 -0.343
O -3.18666 3.20578 4.62995 -0.181
O 0.42264 -2.43156 2.32349 0.100
O 0.01869 -8.16924 2.51550 -0.003
O -0.37846 -5.70254 -2.71979 0.004
O -0.28923 -10.35199 2.60418 0.104
O -4.74317 1.11516 3.71109 -0.208
O -3.68667 7.88858 -3.79390 0.000
O -0.40644 -3.11644 4.29674 -0.059
N -4.32140 2.40957 -1.74093 0.052
C 1.84615 3.82622 -7.92157 -0.230
C 2.03808 2.21979 -0.76412 -0.225
C 1.62598 1.89687 -3.26637 -0.071
C -3.06353 0.06407 -0.36760 -0.029
C 1.37275 -1.27476 -2.59579 -0.075
C 0.19702 -2.14863 3.47065 -0.457
C 2.26606 -0.18473 -1.83887 -0.359
C -0.59598 7.29756 0.39779 -0.183
C -4.36411 1.17334 -2.30890 -0.118
C -5.04250 8.12723 -3.39660 -0.233
C -5.11680 9.18298 -2.31242 -0.064
C 0.71945 -4.95720 -0.65184 0.026
C 0.24175 -6.99513 -2.65448 -0.228
C -0.10006 -6.85299 3.07006 -0.236
C 2.52082 -0.72623 -0.36323 -0.077
C -0.45893 -7.88939 -1.65160 -0.058
C -3.24657 6.49553 -1.81791 0.015
C -0.25133 -9.30211 3.19024 -0.529
C -2.86033 7.03076 -3.17018 -0.523
C 3.75075 -3.18709 2.92142 -0.230
C -3.69318 2.47585 -0.55317 -0.173
C -3.02573 1.43257 0.22170 -0.242
C 0.02329 0.34695 3.05990 -0.212
C 5.01303 -2.49937 2.44373 -0.055
C -2.75644 -3.23437 4.90148 -0.065
C 2.88603 3.88346 -9.02197 -0.067
C 1.49620 1.18498 -1.85203 -0.318
C 3.40107 5.59020 -6.22518 0.013
C 1.15856 -6.45036 3.80840 -0.049
C 3.03111 4.19200 -5.80406 -0.515
C -0.40949 -9.24309 4.68712 0.010
C 0.55347 4.92572 0.36126 -0.231
C -1.50196 0.12730 2.66282 -0.227
C -0.33274 5.94525 1.18147 -0.216
C -1.71103 -3.42992 3.73165 -0.217
C -3.77196 0.02796 -1.64582 -0.056
C 4.96284 -3.84763 5.47800 0.012
C 4.44764 -4.90629 4.53843 -0.528
C -0.08254 -4.68442 -1.89601 -0.517
C 0.58664 -0.74473 4.05264 -0.067
H 0.86962 -1.95342 -1.83351 0.052
H 1.19608 2.93001 -3.21383 0.078
H -0.24954 -6.18215 2.22470 0.098
H -4.86062 1.05548 -3.29481 0.110
H 0.19546 6.18491 2.14319 0.114
H 0.40552 0.95215 -1.69182 0.127
H -2.81569 7.13176 -1.04592 0.066
H -0.99525 -6.77036 3.69163 0.108
H -1.34194 5.53082 1.43970 0.098
H -3.55549 2.72689 5.40269 0.075
H 5.75887 -2.43171 3.23813 0.069
H -2.01896 -2.73786 2.90860 0.106
H 0.26378 8.00958 0.52595 0.127
H -5.55939 8.48841 -4.28670 0.121
H 1.08604 3.08914 -8.18311 0.123
H 1.51277 -0.70472 0.13914 0.075
H 4.42509 5.59201 -6.59896 0.097
H 1.41619 -5.78760 -0.74736 0.077
H 3.24977 -2.63699 3.72144 0.101
H 4.50076 -2.87206 5.34036 0.069
H 3.04013 -3.24512 2.09589 0.109
H 1.07637 -5.42578 4.17711 0.073
H -1.71483 -4.47142 3.31985 0.109
H -4.63696 10.10446 -2.64634 0.083
H -3.79832 -3.50401 4.57240 0.084
H -3.66104 3.49801 -0.09084 0.108
H 1.57195 4.91604 0.83760 0.087
H -5.53577 7.19631 -3.10972 0.115
H 1.34995 -7.10857 4.65755 0.076
H 2.42631 4.16779 -9.97011 0.082
H 2.02847 -6.52032 3.15398 0.084
H 0.22703 -0.59689 5.09990 0.124
H 0.62428 0.25418 2.11384 0.097
H 0.14497 -7.42711 -3.65132 0.122
H 0.55166 -9.45191 5.15681 0.099
H 0.67840 5.20638 -0.72166 0.082
H 1.00323 1.32744 -4.00348 0.081
H -0.73711 7.00001 -0.67457 0.096
H 1.70860 -0.68485 4.01212 0.120
H 1.31244 -6.90561 -2.45960 0.114
H -4.59768 8.86520 -1.40643 0.070
H 2.70021 1.96311 -3.55207 0.072
H -0.01637 -8.88660 -1.65064 0.087
H 0.11672 1.35994 3.52319 0.113
H 3.27835 -0.08569 0.14981 0.069
H 3.22560 -0.10041 -2.41761 0.132
H -2.59243 -0.82096 0.10203 0.092
H 3.36708 2.91124 -9.14073 0.084
H 3.33717 6.23974 -5.35226 0.093
H -4.73868 0.57353 2.89452 0.057
H -6.15583 9.39861 -2.05721 0.082
H 4.79043 -1.49037 2.09195 0.075
H 5.46815 -3.06478 1.62894 0.088
H -0.39717 -7.48500 -0.63987 0.061
H 6.04345 -3.76238 5.36368 0.097
H -2.71870 -2.18759 5.29563 0.074
H 3.67487 4.60177 -8.79176 0.067
H -0.79868 -8.29534 5.05353 0.068
H -2.45890 -3.94340 5.72356 0.081
H 1.32160 -4.07482 -0.43033 0.078
H 1.96682 3.22985 -1.26195 0.101
H -2.84346 5.48648 -1.71893 0.084
H 4.73333 -4.15368 6.49870 0.092
H 3.12438 2.04550 -0.56777 0.131
H 0.03891 -5.14196 0.17676 0.081
H 0.57941 -0.81113 -3.23754 0.076
H -3.86786 -0.95438 -2.17395 0.102
H -1.12798 -10.00617 4.98655 0.092
H 2.73646 6.01701 -6.97327 0.071
H -4.32026 6.40992 -1.66530 0.078
H -1.51944 -7.97435 -1.89526 0.085
H 1.32284 4.77528 -7.78916 0.116
H 2.06355 -1.91107 -3.21653 0.084
H -2.11876 -0.11569 3.57516 0.081
H -1.62941 -0.74849 1.97036 0.057
H -0.83275 2.87765 -0.77671 0.045
H 2.83448 -1.80305 -0.37207 0.071
```

Number 1: E_tot -7007.5785 Eh. Number 2: E_tot -306.6317 Eh. Number 3: E_tot -933.0182 Eh. Number 4: E_tot -3924.5362 Eh.